Below is a molecular structure, C31H45Cl2GaN2OP at a distorted geometry, with properties calculated with ωB97M-V with the def2-TZVPD basis set.

Output
HOMO-LUMO gap (spin up / spin down)	0.129 / 0.129	hartree
charge	-1
HOMO (spin up / spin down)	-1.94 / -1.94	eV

Each line ends with the Mulliken charge.
CARTESIAN COORDINATES (ANGSTROEM)
P1 0.318 1.254 0.043  0.10
C1 -1.249 2.375 -0.060  0.04
C2 -1.146 3.905 -0.200  -0.14
C3 -2.520 4.574 -0.051  -0.99
C4 -3.612 3.959 -0.935  -0.65
C5 -3.620 2.427 -0.935  -0.89
C6 -2.222 1.817 -1.102  -0.17
C7 1.055 1.459 -1.700  0.82
C8 0.919 2.832 -2.355  -0.71
C9 1.731 2.897 -3.653  -1.06
C10 1.370 1.773 -4.630  -0.72
C11 1.270 0.385 -3.982  -0.99
C12 0.531 0.364 -2.637  -0.57
C13 1.450 2.494 0.906  -0.14
C14 0.953 2.744 2.338  -0.81
C15 1.818 3.779 3.078  -0.80
C16 3.317 3.459 3.042  -0.75
C17 3.821 3.069 1.649  -0.82
C18 2.921 2.055 0.925  -0.61
H1 -1.660 2.169 0.945  0.73
H2 -0.742 4.168 -1.185  0.08
H3 -0.458 4.336 0.541  0.10
H4 -2.423 5.641 -0.291  0.38
H5 -2.831 4.518 1.002  0.39
H6 -4.589 4.323 -0.596  0.38
H7 -3.497 4.324 -1.966  0.31
H8 -4.051 2.063 0.008  0.37
H9 -4.266 2.064 -1.742  0.39
H10 -2.290 0.724 -1.014  -0.60
H11 -1.851 2.050 -2.112  0.26
H12 2.127 1.275 -1.527  0.39
H13 2.802 2.850 -3.408  0.38
H14 1.247 3.641 -1.685  0.23
H15 -0.139 3.012 -2.597  0.16
H16 1.562 3.869 -4.132  0.40
H17 2.119 1.746 -5.430  0.40
H18 0.416 2.015 -5.117  0.28
H19 0.768 -0.299 -4.674  0.43
H20 2.284 -0.010 -3.831  0.37
H21 0.646 -0.623 -2.165  0.04
H22 -0.546 0.514 -2.809  0.18
H23 1.387 3.436 0.333  0.09
H24 -0.090 3.091 2.341  0.29
H25 0.971 1.787 2.882  0.37
H26 1.653 4.774 2.640  0.31
H27 1.483 3.838 4.120  0.40
H28 3.526 2.640 3.743  0.33
H29 3.883 4.326 3.402  0.36
H30 4.831 2.651 1.730  0.40
H31 3.907 3.975 1.032  0.36
H32 3.304 1.919 -0.094  0.12
H33 2.982 1.074 1.415  0.30
Ga1 -0.080 -2.090 0.690  0.69
Cl1 1.999 -1.363 0.595  -0.41
Cl2 -1.738 -0.953 1.545  -0.41
C19 -0.479 -3.564 -0.531  -0.89
H34 0.038 -4.512 -0.332  0.24
C20 -1.353 -3.647 -1.629  0.79
C21 -1.508 -4.893 -2.352  -0.84
C22 -2.194 -4.941 -3.556  -0.33
C23 -2.802 -3.779 -4.077  -0.60
C24 -2.758 -2.578 -3.342  -0.33
C25 -2.083 -2.506 -2.130  0.49
H35 -1.033 -5.784 -1.930  0.27
H36 -2.260 -5.881 -4.109  0.32
H37 -3.261 -1.692 -3.739  0.33
H38 -2.075 -1.588 -1.534  -0.15
H39 -3.314 -3.818 -5.040  0.32
N1 -0.232 -7.431 5.704  -0.35
C26 0.853 -6.684 5.319  0.28
O1 1.976 -6.883 5.772  -0.63
C27 0.569 -5.574 4.345  0.94
C28 -0.709 -5.188 3.913  -0.74
C29 -0.841 -4.188 2.946  -0.36
N2 0.218 -3.527 2.409  -0.14
C30 1.448 -3.878 2.855  -0.14
C31 1.653 -4.871 3.811  -0.77
H40 -0.033 -8.233 6.285  0.25
H41 -1.094 -7.454 5.180  0.19
H42 -1.619 -5.645 4.298  0.23
H43 -1.830 -3.909 2.580  0.39
H44 2.304 -3.350 2.438  0.45
H45 2.669 -5.101 4.114  0.42